1.
The following is a quantum chemistry calculation of a 2-piece molecular cluster, C2H3Cl2NO6 overall at a distorted geometry, from OMol25.

```
14
Properties=species:S:1:pos:R:3
N 2.166 -2.183 -2.718
O 1.550 -3.107 -3.319
O 1.867 -1.881 -1.533
O 3.085 -1.564 -3.324
C -0.379 0.381 1.420
C -1.396 1.408 0.983
O -1.967 1.982 2.101
Cl -0.542 2.607 -0.066
Cl -2.600 0.569 -0.071
O 0.199 -0.197 0.195
O 1.102 -1.117 0.494
H 0.413 0.866 2.008
H -0.872 -0.409 2.003
H -2.625 2.646 1.827
```

**Relative energy (zero: lowest compared OMol25 entry of this formula, charge and spin)**: 0.00 kJ/mol
**HOMO level (alpha / beta)**: -10.9 / -10.5 eV
**Lowest unoccupied orbital energy (alpha / beta)**: -4.3292 / -0.9726 eV
**Kohn-Sham gap (alpha / beta)**: 0.242 / 0.351 Eh

***

2.
The following is a quantum chemistry calculation of a 2-piece molecular cluster, C2H3Cl2NOS overall, from OMol25.

```
10
Properties=species:S:1:pos:R:3
O -0.580 -1.025 -1.259
C 0.124 -1.252 -0.332
Cl 0.005 -2.735 0.619
N 1.122 -0.468 0.172
C 1.423 0.770 -0.319
S 2.673 1.644 0.215
H 1.692 -0.819 0.936
H 0.756 1.111 -1.110
Cl -3.649 0.929 0.091
H -3.566 1.846 0.986
```

**Relative energy (zero: lowest compared OMol25 entry of this formula, charge and spin)**: 0.00 kJ/mol
**HOMO level**: -9.4 eV
**Lowest unoccupied orbital energy**: -0.5622 eV
**Kohn-Sham gap**: 0.324 Eh

***

3.
The following is a quantum chemistry calculation of a 2-piece molecular cluster, C2H3Cl2O2Si overall at a distorted geometry, from OMol25.

```
10
Properties=species:S:1:pos:R:3
C -4.252 -1.816 0.184
C 0.521 0.258 -0.360
O -4.362 -2.186 1.301
O -4.382 -2.174 -0.967
Si -3.635 0.301 0.235
Cl -4.915 0.958 1.679
Cl -4.443 1.119 -1.622
H -0.191 0.310 0.607
H 0.396 0.809 -1.290
H 0.645 -0.699 -0.776
```

**Relative energy (zero: lowest compared OMol25 entry of this formula, charge and spin)**: 375.76 kJ/mol
**HOMO level (alpha / beta)**: -4.7 / -3.1 eV
**Lowest unoccupied orbital energy (alpha / beta)**: 2.9781 / 2.4606 eV
**Total charge**: -1
**Kohn-Sham gap (alpha / beta)**: 0.282 / 0.203 Eh

***

4.
The following is a quantum chemistry calculation of a single C2H3Cl2P molecule at a distorted geometry, from OMol25.

```
8
Properties=species:S:1:pos:R:3
Cl -1.222 1.645 -0.470
C -0.432 0.033 -0.262
C 0.988 0.227 0.102
P 2.363 -0.158 -0.817
Cl 3.954 0.439 0.322
H -0.530 -0.431 -1.270
H -1.064 -0.482 0.660
H 0.977 0.559 1.088
```

**Relative energy (zero: lowest compared OMol25 entry of this formula, charge and spin)**: 95.06 kJ/mol
**HOMO level**: -9.6 eV
**Lowest unoccupied orbital energy**: -0.4582 eV
**Kohn-Sham gap**: 0.336 Eh

***

5.
The following is a quantum chemistry calculation of a 3-piece molecular cluster, C2H3Cl3NO overall at a distorted geometry, from OMol25.

```
10
Properties=species:S:1:pos:R:3
C 0.166 0.669 -0.310
C -0.892 0.104 0.305
N 1.929 -0.798 0.407
O 2.278 -1.294 -0.685
Cl -2.900 1.602 -0.869
Cl -1.517 -1.410 -0.329
Cl -1.533 0.426 1.890
H 0.658 1.571 0.095
H 0.686 0.422 -1.315
H 1.126 -1.292 0.811
```

**Relative energy (zero: lowest compared OMol25 entry of this formula, charge and spin)**: 97.65 kJ/mol
**HOMO level (alpha / beta)**: -3.8 / -3.8 eV
**Lowest unoccupied orbital energy (alpha / beta)**: 2.4808 / 2.4796 eV
**Total charge**: -1
**Kohn-Sham gap (alpha / beta)**: 0.232 / 0.232 Eh

***

6.
The following is a quantum chemistry calculation of a 2-piece molecular cluster, C2H3Cl3OSi overall at a distorted geometry, from OMol25.

```
10
Properties=species:S:1:pos:R:3
C 1.350 -1.101 -0.145
C 3.431 0.089 -0.339
O 1.415 -1.984 -0.927
Si 0.252 -0.364 1.221
Cl 4.233 -0.253 -1.833
Cl 2.964 1.717 -0.071
Cl 4.308 -0.512 1.101
H 1.506 -0.370 2.259
H -0.639 -1.135 1.951
H -0.279 0.840 0.658
```

**Relative energy (zero: lowest compared OMol25 entry of this formula, charge and spin)**: 644.77 kJ/mol
**HOMO level (alpha / beta)**: -8.0 / -8.0 eV
**Lowest unoccupied orbital energy (alpha / beta)**: -0.5969 / -0.5788 eV
**Kohn-Sham gap (alpha / beta)**: 0.271 / 0.273 Eh

***

7.
The following is a quantum chemistry calculation of a 2-piece molecular cluster, C2H3Cl3S overall at a distorted geometry, from OMol25.

```
9
Properties=species:S:1:pos:R:3
C 0.616 0.860 -0.176
C 4.164 -0.237 -0.192
S -0.350 0.173 0.913
Cl 4.923 -0.784 -1.692
Cl 5.116 -0.730 1.262
Cl 3.949 1.560 -0.106
H 0.295 1.061 -1.215
H 1.626 1.180 0.144
H 3.058 -0.630 -0.047
```

**Relative energy (zero: lowest compared OMol25 entry of this formula, charge and spin)**: 0.00 kJ/mol
**Spin multiplicity**: 3
**HOMO level (alpha / beta)**: -7.2 / -10.9 eV
**Expectation value of S²**: 2.0055
**Lowest unoccupied orbital energy (alpha / beta)**: 0.4651 / -2.3461 eV
**Kohn-Sham gap (alpha / beta)**: 0.283 / 0.313 Eh

***

8.
The following is a quantum chemistry calculation of a single C2H3ClF2N2 molecule at a distorted geometry, from OMol25.

```
10
Properties=species:S:1:pos:R:3
H 1.957 0.858 -0.963
N 1.033 1.149 -0.700
C 0.333 0.232 -0.147
N 0.777 -1.005 0.233
C -1.023 0.486 0.397
F -1.191 1.860 0.443
F -1.125 -0.137 1.542
Cl -2.275 -0.195 -0.699
H 0.036 -1.796 0.297
H 1.478 -1.452 -0.402
```

**Relative energy (zero: lowest compared OMol25 entry of this formula, charge and spin)**: 41.33 kJ/mol
**HOMO level**: -10.2 eV
**Lowest unoccupied orbital energy**: 0.6010 eV
**Kohn-Sham gap**: 0.396 Eh

***

9.
The following is a quantum chemistry calculation of C2H3ClF2S as an isolated structure at a distorted geometry, from OMol25.

```
9
Properties=species:S:1:pos:R:3
C 1.390 -0.298 -1.583
C -0.031 -0.129 -1.909
F -0.721 -1.080 -2.511
F -0.718 0.356 -0.854
S -0.024 1.579 -3.480
Cl 1.691 2.480 -3.035
H 1.607 -1.248 -0.985
H 1.815 0.592 -1.085
H 1.996 -0.313 -2.570
```

**Relative energy (zero: lowest compared OMol25 entry of this formula, charge and spin)**: 112.69 kJ/mol
**HOMO level**: -9.0 eV
**Lowest unoccupied orbital energy**: -0.0466 eV
**Kohn-Sham gap**: 0.329 Eh

***

10.
The following is a quantum chemistry calculation of a 2-piece molecular cluster, C2H3ClFN overall at a distorted geometry, from OMol25.

```
8
Properties=species:S:1:pos:R:3
C 0.809 -0.890 -0.279
C -0.965 1.292 0.523
N 0.456 -1.963 -0.771
F -1.522 1.599 -0.713
Cl 2.242 -0.186 0.194
H -0.071 1.810 0.823
H -1.890 1.131 1.079
H 0.940 -2.793 -0.855
```

**Relative energy (zero: lowest compared OMol25 entry of this formula, charge and spin)**: 385.39 kJ/mol
**HOMO level (alpha / beta)**: -8.5 / -8.8 eV
**Lowest unoccupied orbital energy (alpha / beta)**: 0.3514 / -0.4269 eV
**Kohn-Sham gap (alpha / beta)**: 0.327 / 0.309 Eh

***

11.
The following is a quantum chemistry calculation of a 2-piece molecular cluster, C2H3ClFN overall at a distorted geometry, from OMol25.

```
8
Properties=species:S:1:pos:R:3
C -1.002 0.897 -0.509
C 0.565 -0.807 0.123
N -0.640 -0.313 -0.128
F 0.932 -1.910 -0.444
Cl 2.003 0.267 0.329
H -1.945 1.228 -0.498
H -0.199 1.567 -0.742
H 0.286 -0.930 1.869
```

**Relative energy (zero: lowest compared OMol25 entry of this formula, charge and spin)**: 309.86 kJ/mol
**HOMO level**: -9.2 eV
**Lowest unoccupied orbital energy**: -0.6316 eV
**Kohn-Sham gap**: 0.314 Eh

***

12.
The following is a quantum chemistry calculation of a single C2H3ClFNO2 molecule at a distorted geometry, from OMol25.

```
10
Properties=species:S:1:pos:R:3
O -1.536 0.340 1.234
N -1.465 -0.143 0.138
O -2.300 -0.978 -0.256
C -0.194 0.121 -0.610
C 1.085 0.137 0.464
F 1.476 1.375 0.675
Cl 2.420 -0.772 -0.479
H -0.131 -0.651 -1.468
H -0.181 1.207 -0.993
H 0.827 -0.634 1.296
```

**Relative energy (zero: lowest compared OMol25 entry of this formula, charge and spin)**: 235.47 kJ/mol
**HOMO level**: -11.4 eV
**Lowest unoccupied orbital energy**: -0.3110 eV
**Kohn-Sham gap**: 0.407 Eh

***

13.
The following is a quantum chemistry calculation of a single C2H3ClFNO3 molecule at a distorted geometry, from OMol25.

```
11
Properties=species:S:1:pos:R:3
O -0.361 0.287 2.861
N -0.596 -0.414 1.921
O -0.969 -1.545 1.878
C -0.379 0.401 0.426
O 0.456 1.393 0.727
F -1.660 0.842 0.213
C 0.090 -0.508 -0.673
Cl 0.348 0.491 -2.134
H 0.216 1.790 1.591
H 1.045 -0.959 -0.410
H -0.660 -1.261 -0.901
```

**Relative energy (zero: lowest compared OMol25 entry of this formula, charge and spin)**: 0.00 kJ/mol
**HOMO level**: -11.1 eV
**Lowest unoccupied orbital energy**: 0.1625 eV
**Kohn-Sham gap**: 0.414 Eh

***

14.
The following is a quantum chemistry calculation of a 2-piece molecular cluster, C2H3ClFNOS overall at a distorted geometry, from OMol25.

```
10
Properties=species:S:1:pos:R:3
C -1.427 0.190 -0.284
N -0.938 -0.801 0.353
C -0.681 -2.159 -0.010
O 0.403 -2.639 -0.031
F -1.783 -2.971 0.006
H -1.304 1.114 0.198
H -1.804 0.044 -1.255
S 2.919 0.230 -0.148
Cl 4.682 -0.439 0.325
H 2.015 -0.850 0.225
```

**Relative energy (zero: lowest compared OMol25 entry of this formula, charge and spin)**: 162.39 kJ/mol
**HOMO level**: -9.0 eV
**Lowest unoccupied orbital energy**: -0.1785 eV
**Kohn-Sham gap**: 0.326 Eh

***

15.
The following is a quantum chemistry calculation of an isolated ion of composition C2H3ClFO2S and charge -1 at a distorted geometry, from OMol25.

```
10
Properties=species:S:1:pos:R:3
C 0.550 1.490 -0.615
C -0.341 -2.042 0.837
O 0.963 0.236 -0.824
O -1.545 -0.465 -0.732
F 1.229 2.128 0.411
S -0.270 -1.188 -0.588
Cl -1.030 -1.428 2.272
H -0.637 1.568 -0.285
H 0.525 2.201 -1.566
H 0.557 -2.499 1.089
```

**Relative energy (zero: lowest compared OMol25 entry of this formula, charge and spin)**: 147.87 kJ/mol
**HOMO level**: -3.7 eV
**Lowest unoccupied orbital energy**: 3.8083 eV
**Total charge**: -1
**Kohn-Sham gap**: 0.277 Eh

***

16.
The following is a quantum chemistry calculation of a 2-piece molecular cluster, C2H3ClN2O overall at a distorted geometry, from OMol25.

```
9
Properties=species:S:1:pos:R:3
C -1.375 -0.204 1.068
N -1.623 0.630 0.309
O -1.882 1.287 -0.608
H -0.780 -0.668 1.856
H 2.180 1.040 -0.425
N 1.415 0.620 -0.941
C 0.810 -0.422 -0.728
Cl 1.453 -1.627 0.504
H -0.199 -0.656 -1.036
```

**Relative energy (zero: lowest compared OMol25 entry of this formula, charge and spin)**: 381.79 kJ/mol
**HOMO level**: -10.2 eV
**Lowest unoccupied orbital energy**: 0.7338 eV
**Kohn-Sham gap**: 0.402 Eh

***

17.
The following is a quantum chemistry calculation of a 2-piece molecular cluster, C2H3ClN3O overall at a distorted geometry, from OMol25.

```
10
Properties=species:S:1:pos:R:3
C -0.088 1.262 0.442
C -0.766 1.723 -0.526
N 0.543 -0.273 0.397
N -1.332 -1.269 -0.152
N -0.197 -1.211 0.126
O -2.145 -2.178 -0.059
Cl 3.324 -0.788 -0.219
H 0.269 1.882 1.247
H -1.153 1.213 -1.390
H 1.545 -0.361 0.133
```

**Relative energy (zero: lowest compared OMol25 entry of this formula, charge and spin)**: 578.25 kJ/mol
**HOMO level (alpha / beta)**: -4.6 / -4.6 eV
**Lowest unoccupied orbital energy (alpha / beta)**: 1.6517 / 1.6443 eV
**Total charge**: -1
**Kohn-Sham gap (alpha / beta)**: 0.229 / 0.228 Eh

***

18.
The following is a quantum chemistry calculation of a single C2H3ClN4 molecule at a distorted geometry, from OMol25.

```
10
Properties=species:S:1:pos:R:3
H -1.944 1.086 0.435
N -1.513 0.266 0.786
C -0.520 -0.270 0.335
N 0.011 -1.451 0.613
N 0.473 0.425 -0.896
Cl -0.476 1.477 -1.942
C 1.599 0.911 -0.408
N 2.565 1.243 0.131
H -0.669 -1.934 1.168
H 0.474 -1.754 -0.222
```

**Relative energy (zero: lowest compared OMol25 entry of this formula, charge and spin)**: 160.34 kJ/mol
**HOMO level**: -9.9 eV
**Lowest unoccupied orbital energy**: -0.1705 eV
**Kohn-Sham gap**: 0.357 Eh

***

19.
The following is a quantum chemistry calculation of a 2-piece molecular cluster, C2H3ClN4O2S overall at a distorted geometry, from OMol25.

```
13
Properties=species:S:1:pos:R:3
C -1.657 -0.245 -1.800
C 0.129 -0.129 2.013
N -1.818 0.198 -2.833
N -0.589 -1.078 1.299
N -1.627 -0.817 -0.730
N -0.839 -0.956 0.157
O 2.597 0.671 -1.993
O 1.173 -0.577 -0.488
S 1.275 0.360 -1.612
Cl 0.410 2.299 -0.573
H 0.388 -0.641 2.995
H -0.437 0.687 2.232
H 0.995 0.228 1.333
```

**Relative energy (zero: lowest compared OMol25 entry of this formula, charge and spin)**: 568.88 kJ/mol
**HOMO level**: -9.1 eV
**Lowest unoccupied orbital energy**: -3.2637 eV
**Kohn-Sham gap**: 0.215 Eh

***

20.
The following is a quantum chemistry calculation of an isolated ion of composition C2H3ClNO2S2 and charge -1 at a distorted geometry, from OMol25.

```
11
Properties=species:S:1:pos:R:3
C -1.679 0.136 -1.573
C 1.208 0.299 1.575
N -0.417 -0.030 -1.446
O 1.555 -1.143 -0.708
O 0.007 -0.167 0.996
S -2.910 -0.832 -1.063
S 0.148 -1.153 -0.410
Cl -2.073 1.681 -2.380
H 1.944 -0.026 0.733
H 0.971 1.402 1.759
H 1.246 -0.167 2.518
```

**Relative energy (zero: lowest compared OMol25 entry of this formula, charge and spin)**: 62.91 kJ/mol
**HOMO level**: -4.3 eV
**Lowest unoccupied orbital energy**: 3.5602 eV
**Total charge**: -1
**Kohn-Sham gap**: 0.288 Eh